No. 1
Density functional theory data (ωB97M-V/def2-TZVPD) for 12 unconnected molecules or ions with the total composition C60H57Br6N9O18 in a non-equilibrium geometry.

## Properties
HOMO energy   -9.85 eV
Gap between HOMO and LUMO   8.850 eV
Structure (SMILES)   O=[N+]([O-])c1ccccc1.O=[N+]([O-])c1ccccc1.O=[N+]([O-])c1ccccc1.O=[N+]([O-])c1ccccc1.O=[N+]([O-])c1ccccc1.O=[N+]([O-])c1ccccc1.O=[N+]([O-])c1ccccc1.O=[N+]([O-])c1ccccc1.O=[N+]([O-])c1ccccc1.BrCCBr.BrCCBr.BrCCBr
Charge   0
Strongest force on any atom   4.5 eV Å⁻¹
Spin multiplicity   1

Each line ends with the Löwdin charge.
Atoms and positions in Å:
1 Br 0.827 5.983 1.515  0.5839
2 C -0.949 6.287 2.283  -0.7389
3 C -1.514 5.158 3.116  -0.6560
4 Br -2.849 5.975 4.316  0.6130
5 H -1.566 6.437 1.397  0.0488
6 H -0.953 7.227 2.836  0.0308
7 H -0.779 4.675 3.760  0.0512
8 H -1.961 4.506 2.366  0.0651
9 Br 0.729 -7.584 4.494  0.4895
10 C 1.251 -5.572 4.667  -0.5835
11 C 2.628 -5.339 4.153  -0.6999
12 Br 3.178 -3.438 4.226  0.5798
13 H 1.307 -5.452 5.748  0.0531
14 H 0.509 -5.016 4.093  0.0556
15 H 2.864 -5.686 3.147  0.0552
16 H 3.318 -5.778 4.873  0.0462
17 Br 3.700 3.988 -3.792  0.5157
18 C 2.041 5.183 -3.791  -0.6000
19 C 2.514 6.685 -3.771  -0.6082
20 Br 0.874 7.908 -3.746  0.5063
21 H 1.358 4.927 -2.981  0.0553
22 H 1.600 5.045 -4.778  0.0403
23 H 3.092 7.092 -4.601  0.0453
24 H 3.070 6.805 -2.841  0.0430
25 C -9.880 -1.025 -8.000  -0.0722
26 C -9.142 -0.362 -7.073  -0.0927
27 C -9.125 -0.839 -5.753  0.0336
28 C -9.858 -2.077 -5.464  -0.1041
29 C -10.631 -2.698 -6.430  -0.0408
30 C -10.690 -2.198 -7.702  -0.0426
31 N -9.518 -2.699 -4.146  -0.3343
32 O -9.773 -3.844 -3.916  0.1014
33 O -8.915 -1.947 -3.315  0.0166
34 H -9.840 -0.628 -9.003  0.0999
35 H -8.622 0.532 -7.382  0.1058
36 H -8.525 -0.326 -5.016  0.1060
37 H -10.928 -3.722 -6.260  0.1200
38 H -11.313 -2.536 -8.517  0.1035
39 C -4.688 5.349 -8.170  -0.0894
40 C -4.140 5.375 -6.936  -0.0918
41 C -3.791 4.252 -6.162  0.0207
42 C -3.902 2.970 -6.792  -0.1324
43 C -4.472 2.918 -8.053  0.0005
44 C -4.722 4.115 -8.771  -0.0658
45 N -3.461 1.752 -6.070  -0.3344
46 O -3.794 0.704 -6.555  0.0959
47 O -2.737 1.935 -5.048  0.0435
48 H -4.991 6.221 -8.731  0.1152
49 H -4.008 6.282 -6.365  0.1058
50 H -3.570 4.368 -5.111  0.1120
51 H -4.809 2.018 -8.546  0.1151
52 H -5.090 4.145 -9.786  0.1052
53 C 7.351 1.313 1.943  -0.1095
54 C 7.399 2.533 1.367  -0.0626
55 C 8.575 3.383 1.363  0.0286
56 C 9.690 2.972 2.127  -0.1210
57 C 9.540 1.736 2.818  -0.0034
58 C 8.457 0.892 2.588  -0.0867
59 N 10.936 3.798 2.269  -0.3126
60 O 10.900 4.923 1.807  0.0757
61 O 12.024 3.211 2.532  0.0432
62 H 6.536 0.620 1.793  0.1187
63 H 6.496 2.773 0.825  0.1044
64 H 8.602 4.340 0.864  0.1061
65 H 10.497 1.456 3.233  0.1076
66 H 8.657 -0.123 2.898  0.1122
67 C 3.820 -1.319 -6.449  -0.0307
68 C 4.842 -2.258 -6.934  -0.0257
69 C 4.675 -3.563 -6.511  -0.0644
70 C 3.760 -3.982 -5.625  -0.1179
71 C 2.908 -3.020 -5.031  -0.0163
72 C 2.886 -1.754 -5.504  -0.0973
73 N 3.586 -5.462 -5.266  -0.3060
74 O 2.583 -5.827 -4.629  0.0534
75 O 4.562 -6.192 -5.451  0.0624
76 H 3.744 -0.287 -6.759  0.0954
77 H 5.523 -1.965 -7.720  0.1007
78 H 5.387 -4.232 -6.972  0.1207
79 H 2.076 -3.289 -4.397  0.1164
80 H 2.184 -1.030 -5.118  0.1101
81 C 3.531 4.210 7.414  -0.0461
82 C 3.656 4.748 8.739  -0.0635
83 C 3.736 3.901 9.840  -0.0178
84 C 3.810 2.517 9.659  -0.1462
85 C 3.646 1.994 8.372  -0.0147
86 C 3.510 2.774 7.194  -0.0361
87 N 4.086 1.628 10.808  -0.3263
88 O 3.832 0.421 10.594  0.0489
89 O 4.723 2.091 11.737  0.0893
90 H 3.641 4.852 6.553  0.0918
91 H 3.622 5.819 8.873  0.0998
92 H 3.901 4.342 10.812  0.1154
93 H 3.601 0.925 8.227  0.1077
94 H 3.689 2.453 6.179  0.0986
95 C -2.092 -1.752 6.729  -0.0960
96 C -2.225 -1.216 5.468  -0.0887
97 C -3.375 -1.433 4.760  -0.0030
98 C -4.456 -2.170 5.355  -0.0943
99 C -4.264 -2.736 6.616  -0.0030
100 C -3.093 -2.465 7.365  -0.0508
101 N -5.772 -2.397 4.627  -0.3644
102 O -5.959 -1.931 3.522  0.0727
103 O -6.575 -3.077 5.195  0.0826
104 H -1.192 -1.519 7.279  0.1063
105 H -1.323 -0.769 5.078  0.1108
106 H -3.441 -1.053 3.751  0.1106
107 H -5.065 -3.298 7.074  0.1119
108 H -2.861 -2.897 8.327  0.1063
109 C -1.800 -3.695 -1.053  -0.1182
110 C -0.596 -3.739 -0.515  -0.1042
111 C 0.070 -2.611 -0.059  0.0133
112 C -0.581 -1.355 -0.076  -0.1168
113 C -1.839 -1.331 -0.685  0.0055
114 C -2.463 -2.511 -1.149  -0.0461
115 N 0.055 -0.038 0.225  -0.3490
116 O -0.362 0.942 -0.298  0.0982
117 O 1.098 -0.075 0.923  0.0427
118 H -2.196 -4.640 -1.394  0.1197
119 H -0.093 -4.693 -0.572  0.1163
120 H 1.123 -2.787 0.106  0.1176
121 H -2.358 -0.384 -0.710  0.1118
122 H -3.468 -2.639 -1.521  0.1117
123 C 8.396 -9.645 0.917  -0.0717
124 C 8.882 -8.451 1.541  -0.0598
125 C 8.230 -7.255 1.336  -0.0233
126 C 7.069 -7.288 0.586  -0.1408
127 C 6.475 -8.523 0.230  0.0126
128 C 7.090 -9.773 0.491  -0.0522
129 N 6.343 -6.051 0.220  -0.3375
130 O 5.299 -6.152 -0.426  0.0644
131 O 6.771 -5.007 0.708  0.0619
132 H 9.190 -10.377 0.955  0.1017
133 H 9.832 -8.390 2.052  0.1043
134 H 8.640 -6.302 1.637  0.1188
135 H 5.597 -8.645 -0.387  0.1139
136 H 6.762 -10.750 0.169  0.1084
137 C -6.377 3.385 -1.046  -0.0819
138 C -7.063 2.656 -0.006  -0.0153
139 C -7.420 3.381 1.199  -0.0097
140 C -7.458 4.745 1.157  -0.1541
141 C -6.889 5.508 0.104  0.0283
142 C -6.378 4.761 -1.046  -0.0676
143 N -7.964 5.436 2.405  -0.3073
144 O -8.652 4.811 3.233  0.0555
145 O -7.934 6.680 2.391  0.0433
146 H -5.975 2.799 -1.860  0.0966
147 H -7.061 1.579 0.080  0.0968
148 H -7.650 2.805 2.083  0.1158
149 H -7.101 6.567 0.103  0.1055
150 H -6.087 5.390 -1.874  0.0953

***

No. 2
Density functional theory data (ωB97M-V/def2-TZVPD) for C6H8FN in the gas phase in a non-equilibrium geometry.

## Properties
HOMO energy (spin up / spin down)   -7.44 / -6.80 eV
Energy above the lowest of the compared OMol25 structures with the same formula, charge and spin   113.6 kcal per mole
Gap between HOMO and LUMO (spin up / spin down)   7.625 / 7.175 eV
Charge   0
Strongest force on any atom   5.2 eV Å⁻¹
Spin multiplicity   1

Each line ends with the Löwdin charge.
Atoms and positions in Å:
1 C -1.179 0.675 0.937  -0.1387
2 C 0.008 1.306 0.858  -0.1240
3 C -1.753 -0.144 0.034  -0.1973
4 C 0.952 0.991 -0.189  -0.2383
5 C 1.462 -0.482 -0.252  -0.1857
6 C 0.412 -1.438 -0.451  -0.1426
7 N -2.691 -0.270 -0.735  0.1496
8 F 0.182 -2.481 0.419  -0.0210
9 H -1.732 0.889 1.962  0.1587
10 H 0.506 2.033 1.591  0.1348
11 H 0.712 1.227 -1.206  0.1107
12 H 1.886 1.446 -0.049  0.0844
13 H 2.251 -0.487 -1.062  0.1365
14 H 2.036 -0.554 0.661  0.1166
15 H 0.011 -1.576 -1.386  0.0818
16 H -3.063 -1.136 -1.131  0.0745

***

No. 3
Density functional theory data (ωB97M-V/def2-TZVPD) for C4H12N2 in the gas phase in a non-equilibrium geometry.

## Properties
HOMO energy   -9.18 eV
Energy above the lowest of the compared OMol25 structures with the same formula, charge and spin   21.0 kcal per mole
Gap between HOMO and LUMO   10.355 eV
Structure (SMILES)   NCCCCN
Charge   0
Strongest force on any atom   2.4 eV Å⁻¹
Spin multiplicity   1

Each line ends with the Löwdin charge.
Atoms and positions in Å:
1 C 0.608 0.671 0.519  -0.1887
2 C -0.182 1.142 -0.715  -0.2203
3 C -1.672 0.843 -0.599  -0.2889
4 N -1.844 -0.641 -0.630  -0.0151
5 C 1.161 -0.820 0.449  -0.2955
6 N 2.291 -0.985 1.360  -0.0186
7 H -0.187 0.622 1.266  0.0926
8 H 1.517 1.166 0.851  0.0949
9 H 0.125 0.660 -1.652  0.1027
10 H -0.030 2.221 -0.772  0.1040
11 H -2.238 1.369 -1.372  0.1002
12 H -2.081 1.069 0.391  0.1026
13 H -1.316 -0.971 -1.444  0.0623
14 H -2.781 -0.917 -0.917  0.0612
15 H 0.285 -1.434 0.656  0.0862
16 H 1.496 -0.906 -0.587  0.1015
17 H 1.977 -1.368 2.234  0.0574
18 H 2.872 -1.720 0.962  0.0616

***

No. 4
Density functional theory data (ωB97M-V/def2-TZVPD) for 2 unconnected molecules or ions with the total composition C5H16N2O in a non-equilibrium geometry.

## Properties
HOMO energy (spin up / spin down)   -14.19 / -14.11 eV
Energy above the lowest of the compared OMol25 structures with the same formula, charge and spin   23.6 kcal per mole
Gap between HOMO and LUMO (spin up / spin down)   11.436 / 6.484 eV
Charge   +1
Strongest force on any atom   5.0 eV Å⁻¹
<S²>   0.76
Spin multiplicity   2

Each line ends with the Löwdin charge.
Atoms and positions in Å:
1 N 0.219 -2.589 -1.188  0.0597
2 C 0.165 -1.602 -0.148  -0.2527
3 C 1.270 -0.532 -0.046  -0.1707
4 N 1.098 0.696 0.661  -0.0319
5 C 0.158 1.623 0.034  -0.1617
6 C -1.189 1.834 0.752  -0.0597
7 C 0.981 0.497 2.085  -0.0004
8 H 1.123 -3.056 -1.213  0.0999
9 H 0.117 -2.152 -2.103  0.0858
10 H -0.797 -1.067 -0.200  0.1057
11 H 0.243 -2.122 0.813  0.1281
12 H 2.242 -0.950 0.271  0.1487
13 H 1.570 -0.390 -1.114  0.1488
14 H -0.016 1.452 -1.029  0.1287
15 H 0.572 2.645 0.027  0.1529
16 H -1.646 0.870 1.011  0.0843
17 H -1.917 2.417 0.182  0.1015
18 H -1.183 2.440 1.646  0.0775
19 H 0.532 1.355 2.577  0.1010
20 H 0.224 -0.250 2.374  0.1306
21 H 1.958 0.265 2.510  0.1255
22 H -1.638 -0.167 -3.373  0.0432
23 H -1.855 -0.769 -1.855  -0.0094
24 O -2.232 -0.445 -2.674  -0.0355

***

No. 5
Density functional theory data (ωB97M-V/def2-TZVPD) for a molecular structure, C19H30Cl3NOSiTi in a non-equilibrium geometry.

## Properties
HOMO energy   -0.04 eV
Gap between HOMO and LUMO   4.489 eV
Charge   -2
Strongest force on any atom   2.8 eV Å⁻¹
Spin multiplicity   1

Each line ends with the Löwdin charge.
Atoms and positions in Å:
1 C -1.148 0.698 -2.680  -0.3554
2 C -1.974 -0.468 -2.569  -0.3480
3 C -1.138 -1.596 -2.347  -0.3499
4 C -3.413 -0.548 -2.960  -0.0864
5 C 0.226 -1.137 -2.280  -0.3268
6 C 0.225 0.287 -2.495  -0.3203
7 C 1.425 1.098 -2.855  -0.0554
8 C -1.604 1.996 -3.256  -0.0740
9 C -1.605 -3.007 -2.456  -0.0899
10 C 1.430 -2.015 -2.341  -0.0552
11 Ti -0.852 0.001 -0.398  0.3065
12 Cl -3.072 0.167 0.158  0.1187
13 Cl -0.598 2.254 -0.188  0.2039
14 Cl -0.661 -2.230 0.416  0.1888
15 H -3.935 0.394 -2.748  0.0634
16 H -3.918 -1.355 -2.414  0.0657
17 H -3.516 -0.757 -4.038  0.0827
18 H -2.501 -3.152 -1.841  0.0707
19 H -0.839 -3.702 -2.105  0.0547
20 H -1.867 -3.266 -3.492  0.0811
21 H 1.301 -2.887 -1.686  0.0592
22 H 2.326 -1.473 -2.015  0.0718
23 H 1.610 -2.378 -3.369  0.0858
24 H 2.332 0.652 -2.430  0.0657
25 H 1.365 2.120 -2.457  0.0453
26 H 1.561 1.148 -3.953  0.0856
27 H -2.515 2.332 -2.748  0.0721
28 H -1.840 1.909 -4.328  0.0807
29 H -0.838 2.765 -3.132  0.0679
30 O 2.612 2.913 -0.642  -0.5171
31 H 2.681 3.842 -0.268  -0.1196
32 C -2.405 -1.210 3.026  -0.2646
33 Si -0.769 -0.311 3.217  0.3724
34 C -1.188 1.345 3.989  -0.1862
35 C 0.301 -1.493 4.198  -0.1879
36 N 0.132 0.155 1.715  -0.2470
37 C 1.434 0.517 1.774  -0.4219
38 C 2.220 0.425 0.593  -0.0862
39 C 3.478 1.020 0.529  -0.1595
40 C 4.152 1.369 1.711  -0.1563
41 C 3.430 1.423 2.907  -0.1486
42 C 2.093 1.038 2.943  -0.0902
43 H -2.657 -1.688 3.990  0.0181
44 H -2.332 -2.001 2.267  -0.0443
45 H -3.217 -0.523 2.751  -0.0208
46 H -1.743 1.209 4.929  0.0106
47 H -0.324 1.984 4.212  0.0128
48 H -1.835 1.896 3.292  0.0312
49 H 0.469 -2.403 3.602  0.0275
50 H 1.281 -1.091 4.487  0.0138
51 H -0.225 -1.789 5.118  0.0112
52 H 1.749 -0.032 -0.291  0.0586
53 H 4.049 0.946 -0.390  0.0830
54 H 5.196 1.677 1.656  0.0693
55 H 3.916 1.793 3.812  0.0750
56 H 1.535 1.138 3.878  0.0576

***

No. 6
Density functional theory data (ωB97M-V/def2-TZVPD) for a molecular structure, C18H18CeFIN2 in a non-equilibrium geometry.

## Properties
HOMO energy (spin up / spin down)   -14.86 / -14.86 eV
Energy above the lowest of the compared OMol25 structures with the same formula, charge and spin   0.0 kcal per mole
Gap between HOMO and LUMO (spin up / spin down)   5.855 / 5.836 eV
Charge   +2
Strongest force on any atom   2.0 eV Å⁻¹
Spin multiplicity   1

Each line ends with the Löwdin charge.
Atoms and positions in Å:
1 C 3.566 -2.869 1.736  -0.2404
2 C 2.624 -4.037 1.504  -0.1662
3 H 4.271 -2.749 0.908  0.0762
4 H 4.145 -3.037 2.660  0.0881
5 H 3.035 -1.907 1.864  -0.1779
6 H 1.911 -3.886 0.692  0.0432
7 H 3.256 -4.910 1.251  0.0847
8 H 2.080 -4.298 2.426  0.0738
9 C 1.108 2.511 -1.044  -0.0622
10 C 1.128 3.566 -1.952  0.0147
11 C 0.136 3.655 -2.923  0.0253
12 C -0.829 2.662 -3.018  0.0484
13 H 1.793 2.402 -0.179  0.0695
14 H 1.915 4.298 -1.871  0.1318
15 H 0.095 4.488 -3.621  0.1416
16 H -1.649 2.699 -3.735  0.1245
17 N 0.221 1.481 -1.200  -0.0799
18 C -0.746 1.548 -2.172  -0.1722
19 C -1.693 0.449 -2.199  -0.1943
20 N -1.457 -0.574 -1.323  -0.0341
21 C -2.422 -1.525 -1.190  -0.0649
22 C -3.804 -0.480 -2.873  0.0172
23 C -3.606 -1.493 -1.939  0.0064
24 H -2.200 -2.315 -0.450  0.1404
25 H -4.359 -2.257 -1.784  0.1314
26 C -2.845 0.518 -3.008  0.0497
27 H -2.958 1.362 -3.681  0.1208
28 H -4.684 -0.432 -3.500  0.1364
29 Ce 0.236 -0.149 0.482  1.0860
30 I 2.874 0.387 1.812  0.6372
31 F -3.940 2.100 4.709  0.0830
32 C -3.113 1.676 3.695  -0.2023
33 C -1.785 1.402 4.012  0.0550
34 C -0.951 0.948 2.957  -0.1134
35 C -1.493 0.792 1.684  -0.3138
36 C -2.823 1.115 1.383  -0.0597
37 C -3.666 1.536 2.420  0.0440
38 H -1.406 1.527 5.038  0.1494
39 H 0.114 0.742 3.138  0.0524
40 H -3.200 1.044 0.365  0.1064
41 H -4.725 1.749 2.242  0.1442

***

> The highest spin multiplicity belongs to which entry?

C5H16N2O